No. 1
ORCA calculation (ωB97M-V/def2-TZVPD) on C4H7NO2 in the gas phase.

Relative energy (zero: lowest compared OMol25 entry of this formula, charge and spin) in kJ/mol: 47.2
Highest occupied orbital energy in Ha: -0.3747
E_tot in eV: -9846.7910
F_max in Eh/bohr: 0.0104
Structure (SMILES): C[C@H]1CNC(=O)O1
LUMO level in Ha: 0.0266
HOMO-LUMO gap in eV: 10.9

Structure (XYZ):
```
14
Properties=species:S:1:pos:R:3:mulliken_charge:R:1
C 1.21799 1.27221 -0.21835 -1.33
C -0.14213 0.62699 -0.37964 0.39
C -0.10631 -0.87692 -0.75199 -0.52
N -0.78803 -1.53534 0.35230 -0.33
C -0.88060 -0.60111 1.41073 0.44
O -1.06631 -0.84171 2.56775 -0.53
O -0.73249 0.65686 0.92675 -0.35
H 1.75061 0.74798 0.58314 0.33
H 1.09306 2.31438 0.08810 0.34
H 1.81542 1.22906 -1.13270 0.36
H -0.78471 1.19369 -1.06281 0.31
H 0.92832 -1.23737 -0.80064 0.23
H -0.58143 -1.09927 -1.71104 0.35
H -1.72339 -1.84943 0.12840 0.30
```

***

No. 2
ORCA calculation (ωB97M-V/def2-TZVPD) on a molecular structure, C16H27B5N2O23.

Highest occupied orbital energy in Ha: -0.3444
E_tot in eV: -70492.9173
F_max in Eh/bohr: 0.0265
LUMO level in Ha: -0.0327
HOMO-LUMO gap in eV: 8.5

Structure (XYZ):
```
73
Properties=species:S:1:pos:R:3:mulliken_charge:R:1
C 1.30039 -3.73001 -2.06860 -0.29
O 0.30698 -4.53049 -1.38778 -0.62
B 0.69174 -5.09270 -0.22966 0.98
O 0.03468 -6.23597 0.16271 -0.52
B 1.88441 -4.43411 0.80296 -0.12
O 2.35101 -5.16911 1.89508 -0.28
B 2.54604 -4.40731 2.99398 0.29
O 2.08587 -4.83863 4.22734 0.03
N 1.89158 -3.79816 5.19154 0.24
O 0.95087 -3.16975 4.95009 -0.21
O 3.17245 -3.17966 2.93571 -0.33
B 2.70870 -2.48049 1.82295 -0.08
B 2.39152 -0.80163 1.81659 0.37
N 1.01522 -0.33148 2.02802 -0.46
O 3.41023 0.09106 1.57689 -0.60
O 2.41938 -3.17649 0.66277 0.05
H 2.23361 -4.25339 -2.20508 0.31
H 1.42939 -2.80807 -1.52260 0.09
H 0.90074 -3.46484 -3.03184 0.14
H -0.27117 -6.11819 1.07803 0.28
H 0.62727 -0.83713 2.82210 0.22
H 0.45975 -0.64902 1.23565 0.23
H 3.89792 -0.20399 0.78672 0.31
C -0.12784 -6.03224 7.31605 -0.07
C 0.43216 -5.83793 8.71023 -0.32
O -0.75554 -5.68063 9.49326 -0.33
C -1.78324 -6.27405 8.83527 0.61
O -2.85853 -6.46133 9.29237 -0.51
O -1.40480 -6.62113 7.57908 -0.34
H 0.47585 -6.69157 6.69832 0.31
H -0.27847 -5.08739 6.79136 0.10
H 0.97653 -6.71354 9.06726 0.26
H 1.06838 -4.96195 8.80086 0.29
C -1.07731 4.20617 1.19001 -0.33
C -0.59832 3.03888 2.03390 -0.42
O -0.70946 1.94415 1.11616 -0.27
C -0.65849 2.43176 -0.13292 0.55
O -0.57068 1.75075 -1.10653 -0.56
O -0.73710 3.77916 -0.13805 -0.10
H -0.58757 5.14171 1.42816 0.32
H -2.15924 4.34373 1.24609 0.24
H 0.44595 3.13832 2.33197 0.22
H -1.20485 2.86195 2.91734 0.34
C -0.33248 -1.01224 -5.56400 0.06
C 0.04832 -0.93705 -7.02809 -0.34
O 1.44982 -1.23415 -6.99250 -0.38
C 1.70917 -1.93696 -5.86720 0.60
O 2.73880 -2.47257 -5.62327 -0.54
O 0.62778 -1.94828 -5.04971 -0.23
H -1.34266 -1.37557 -5.39839 0.30
H -0.20455 -0.05874 -5.04976 0.00
H -0.45510 -1.69486 -7.63108 0.31
H -0.12181 0.04211 -7.46615 0.35
C -0.50688 4.42150 -4.72708 -0.35
C -0.04601 3.30050 -3.82084 -0.01
O -0.20068 2.14924 -4.66547 -0.28
C -0.16034 2.55418 -5.95246 0.58
O -0.10262 1.82419 -6.88782 -0.56
O -0.20043 3.90648 -6.03192 -0.38
H 0.01303 5.35889 -4.55218 0.30
H -1.58334 4.59283 -4.66476 0.25
H 1.00443 3.39559 -3.54302 0.22
H -0.63949 3.19414 -2.92235 0.05
C -3.46860 8.41123 -0.50745 -0.32
C -3.22243 8.01447 -1.94961 -0.33
O -1.84527 7.61829 -1.92358 -0.31
C -1.52848 7.26131 -0.65734 0.67
O -0.51875 6.72796 -0.33927 -0.50
O -2.52767 7.58965 0.19612 -0.33
H -4.47990 8.20518 -0.16962 0.29
H -3.23214 9.45838 -0.31486 0.27
H -3.82765 7.16040 -2.25724 0.26
H -3.37006 8.82863 -2.65286 0.31
```